## A
The following is a DFT calculation (the ωB97M-V functional and the def2-TZVPD basis) of a 2-piece molecular cluster, CH4N2O2 overall.

```
! RIJCOSX wB97M-V def2-TZVPD def2/J DEFGRID3
* xyz 0 1
O -2.26390 1.14430 0.28961
O -2.09826 1.99419 2.31064
N -1.48212 1.52570 1.39515
N 0.00272 0.04881 -0.73625
C 0.51402 -0.25573 0.36487
H 1.51325 -0.67694 0.61740
H -1.68396 0.70356 -0.48401
H 0.01003 0.18296 1.36042
H 0.31422 -0.34150 -1.60663
*
```

Structure (SMILES) = O=NO.C=N
LUMO = 0.53 eV
HOMO level = -9.746 eV
Orbital gap = 10.271 eV



## B
The following is a DFT calculation (the ωB97M-V functional and the def2-TZVPD basis) of a 2-piece molecular cluster, CH4N2O2 overall.

```
! RIJCOSX wB97M-V def2-TZVPD def2/J DEFGRID3
* xyz 0 1
O -1.01764 1.62797 -1.25792
O -0.25044 -0.54325 1.58469
N 1.31905 -0.55358 -0.24119
N -0.04641 -0.75548 0.16992
C -1.25240 0.73261 -0.57500
H 1.31628 -0.99960 -1.17259
H 0.65185 -0.28009 1.86378
H 1.51180 0.46905 -0.26786
H -2.23208 0.30237 -0.10383
*
```

LUMO = 0.82 eV
HOMO level = -8.084 eV
Orbital gap = 8.899 eV



## C
The following is a DFT calculation (the ωB97M-V functional and the def2-TZVPD basis) of one molecule with the formula CH4N2O2.

```
! RIJCOSX wB97M-V def2-TZVPD def2/J DEFGRID3
* xyz 0 1
O -2.28795 -0.95027 0.09589
O -0.98976 1.52164 -0.01466
N -1.04086 -0.77132 -0.10815
N -0.37930 0.38595 -0.15068
C 1.04725 0.38533 0.05074
H 1.41219 1.14948 -0.46116
H 1.36019 0.45976 1.05011
H 1.40042 -0.64353 -0.09610
H -0.52218 -1.53704 -0.36598
*
```

LUMO (alpha / beta) = 0.08 / 0.14 eV
HOMO level (alpha / beta) = -9.024 / -8.928 eV
Orbital gap (alpha / beta) = 9.103 / 9.065 eV



## D
The following is a DFT calculation (the ωB97M-V functional and the def2-TZVPD basis) of a 2-piece molecular cluster, CH4N2O2 overall.

```
! RIJCOSX wB97M-V def2-TZVPD def2/J DEFGRID3
* xyz 0 1
O 0.75646 -0.91430 -0.40196
O 2.13935 0.79228 0.09459
N -2.15071 0.35168 -0.44394
N -1.21294 0.44361 0.35628
C 1.60004 -0.25948 0.35156
H -2.44475 -0.59337 -0.48583
H -1.02009 1.41754 0.54137
H 0.70016 -0.41650 -1.26983
H 1.63249 -0.82146 1.25775
*
```

Structure (SMILES) = [H]/N=N/[H].O=CO
LUMO = 0.63 eV
HOMO level = -9.487 eV
Orbital gap = 10.118 eV



So which one is most stable? That would be D, about 0.0776 hartree below the next structure.



## A
The following is a DFT calculation (the ωB97M-V functional and the def2-TZVPD basis) of a 2-piece molecular cluster, C3H9N3 overall.

```
! RIJCOSX wB97M-V def2-TZVPD def2/J DEFGRID3
* xyz 0 1
N -1.82392 -0.33102 0.66480
N -1.32008 -1.00458 -0.47183
N -2.17836 0.99929 0.35320
C 2.27299 -0.09599 -0.89203
C 1.47683 0.17770 0.29128
C 0.95819 0.50931 1.33248
H -0.27448 -0.93531 -0.50040
H -3.10737 0.99124 -0.06217
H -1.56429 -1.98860 -0.38079
H 0.67605 1.00661 2.22309
H -1.01931 -0.23360 1.36453
H 3.07526 0.63246 -0.98280
H 2.70949 -1.09485 -0.83087
H -1.52714 1.41693 -0.31854
H 1.64614 -0.04957 -1.78994
*
```

Structure (SMILES) = C#CC.NNN
LUMO = 0.86 eV
HOMO level = -9.317 eV
Orbital gap = 10.174 eV



## B
The following is a DFT calculation (the ωB97M-V functional and the def2-TZVPD basis) of a 2-piece molecular cluster, C3H9N3 overall.

```
! RIJCOSX wB97M-V def2-TZVPD def2/J DEFGRID3
* xyz 0 1
N 0.81655 -0.36752 -0.76529
N 0.83163 0.37255 1.51637
N 1.97165 0.04216 -0.92818
C -0.21094 -1.77271 0.96814
C -1.10568 1.65021 -1.06441
C 0.34327 -0.41371 0.60745
H 0.54543 -2.34545 1.51035
H -0.95681 0.77738 -0.17820
H 0.64706 0.00513 2.45148
H -0.32401 1.66805 -1.82297
H -2.07059 1.52867 -1.55850
H -1.05750 2.59007 -0.51417
H 2.14986 0.24661 -1.92035
H -0.50124 -2.33568 0.07851
H -1.07868 -1.64576 1.61977
*
```

Structure (SMILES) = [H]/N=N/C(C)=N/[H].C
LUMO = -0.11 eV
HOMO level = -9.195 eV
Orbital gap = 9.084 eV



So which one is most stable? That would be B, about 0.0232 hartree below the next structure.



## A
The following is a DFT calculation (the ωB97M-V functional and the def2-TZVPD basis) of a 2-piece molecular cluster, C3H9N3 overall.

```
! RIJCOSX wB97M-V def2-TZVPD def2/J DEFGRID3
* xyz 0 1
N 0.96412 2.73030 -2.96116
N -1.54768 -1.44822 2.20763
N -0.32176 1.15313 -1.73826
C -0.48211 -2.20692 2.69025
C 0.56616 1.42802 -2.59671
C 0.77060 -1.81656 2.48765
H -0.86475 -3.03560 3.27135
H 1.65656 -2.40382 2.66699
H 1.90309 2.80217 -2.58794
H -1.38362 -0.81594 1.44605
H -0.19442 0.16814 -1.50454
H 1.20930 0.64952 -3.00319
H 0.28813 3.39858 -2.61737
H 0.94470 -0.79522 2.16561
H -2.44380 -1.89785 2.22988
*
```

Structure (SMILES) = [H]/N=C/N.C=CN
LUMO = 0.90 eV
HOMO level = -8.072 eV
Orbital gap = 8.976 eV



## B
The following is a DFT calculation (the ωB97M-V functional and the def2-TZVPD basis) of a 2-piece molecular cluster, C3H9N3 overall.

```
! RIJCOSX wB97M-V def2-TZVPD def2/J DEFGRID3
* xyz 0 1
N -2.64759 -0.62397 0.17568
N -0.50064 -0.06186 -0.87953
N -0.39562 1.20960 -0.52311
C 0.42511 0.95059 0.65876
C 1.89170 -0.81229 -0.36668
C 0.42238 -0.48135 0.16457
H -2.96110 -1.04898 -0.68566
H -3.09606 0.29158 0.20132
H 2.13356 -1.80223 -0.63204
H -1.13912 1.88289 -0.50532
H 1.33199 1.37828 0.82468
H -0.05432 1.15775 1.53424
H -0.10562 -1.08349 0.92075
H 2.18240 -0.35103 -1.30002
H 2.51293 -0.60549 0.41237
*
```

LUMO (alpha / beta) = 0.22 / 0.95 eV
HOMO level (alpha / beta) = -7.250 / -9.285 eV
Orbital gap (alpha / beta) = 7.471 / 10.240 eV



So which one is most stable? That would be A, about 0.1589 hartree below the next structure.



## A
The following is a DFT calculation (the ωB97M-V functional and the def2-TZVPD basis) of an isolated ion of composition C5H8BrN2 and charge +1.

```
! RIJCOSX wB97M-V def2-TZVPD def2/J DEFGRID3
* xyz 1 1
Br 2.86321 0.50606 0.09513
N 0.87453 -1.62660 -0.52261
N -0.16517 -0.56974 1.22415
C 1.18800 0.65496 -0.91291
C -1.59166 0.97102 0.05276
C 0.79764 -0.68451 -1.36541
C 0.60637 -1.56510 0.74821
C -0.20016 0.70707 0.61299
H -2.30493 1.10545 0.86018
H -1.68076 1.91364 -0.45615
H -1.01990 -0.77226 1.60092
H 0.62566 -2.45795 1.31868
H 1.14766 1.47844 -1.58822
H 0.41327 -1.03792 -2.35053
H 0.32638 1.36496 1.29018
H -1.88014 0.01245 -0.60737
*
```

Structure (SMILES) = C/C=[NH+]/C=N\C=C/Br
LUMO = -5.52 eV
HOMO level = -14.221 eV
Orbital gap = 8.700 eV



## B
The following is a DFT calculation (the ωB97M-V functional and the def2-TZVPD basis) of a 2-piece molecular cluster, C5H8BrN2 overall.

```
! RIJCOSX wB97M-V def2-TZVPD def2/J DEFGRID3
* xyz 1 1
Br 3.73723 0.46014 0.25849
N -0.70339 0.29995 0.24816
N -1.75163 -0.49955 0.69167
C 0.31597 -0.50714 -0.08629
C 0.06111 -1.88035 0.15965
C 2.36785 0.35666 -1.09040
C -1.31034 -1.81056 0.56025
C -0.82940 1.72869 0.24365
H -1.91704 2.01704 0.00030
H 0.64901 -2.75039 -0.00293
H 2.51265 -0.45498 -1.82810
H -0.60298 2.09587 1.19661
H -1.97911 -2.64380 0.82363
H -0.14925 2.18914 -0.41955
H 2.20480 1.38932 -1.47787
H -2.60549 0.00995 0.72272
*
```

LUMO (alpha / beta) = -4.82 / -4.82 eV
HOMO level (alpha / beta) = -13.635 / -13.632 eV
Orbital gap (alpha / beta) = 8.815 / 8.810 eV



So which one is most stable? That would be A, about 0.0404 hartree below the next structure.



## A
The following is a DFT calculation (the ωB97M-V functional and the def2-TZVPD basis) of one molecule with the formula C3H5ClN2O.

```
! RIJCOSX wB97M-V def2-TZVPD def2/J DEFGRID3
* xyz 0 1
Cl -1.92554 0.95166 -1.05080
O -0.23648 2.47497 0.90618
N 0.96159 -1.70214 -0.83001
N 0.04898 1.39569 1.69298
C -0.09907 -0.93048 -1.12430
C -0.59181 0.11382 -0.37945
C -0.26482 0.28720 1.05106
H 1.23707 -2.42928 -1.49377
H 1.64964 -1.50262 -0.11773
H -0.69200 -1.22572 -1.96287
H -0.07134 -0.59152 1.72910
H -0.01623 3.15842 1.57962
*
```

Structure (SMILES) = N/C=C(Cl)\C=N/O
LUMO = 0.73 eV
HOMO level = -7.828 eV
Orbital gap = 8.559 eV



## B
The following is a DFT calculation (the ωB97M-V functional and the def2-TZVPD basis) of one molecule with the formula C3H5ClN2O.

```
! RIJCOSX wB97M-V def2-TZVPD def2/J DEFGRID3
* xyz 0 1
Cl -3.32733 -0.42179 -0.02235
O 2.81457 -0.66268 -0.00825
N 0.86063 1.31962 -0.03089
N 0.59759 -0.07644 -0.16147
C -1.74121 0.23057 -0.00753
C -0.68218 -0.55479 -0.04282
C 1.65454 -0.97435 -0.00430
H 0.65378 1.74669 0.88526
H 1.35322 -2.04447 0.11704
H -1.70850 1.31326 0.05874
H 0.33580 1.76594 -0.74038
H -0.81092 -1.64156 -0.04306
*
```

Structure (SMILES) = NN(C=O)/C=C/Cl
LUMO = 0.65 eV
HOMO level = -8.912 eV
Orbital gap = 9.563 eV



So which one is most stable? That would be B, about 0.0390 hartree below the next structure.



## A
The following is a DFT calculation (the ωB97M-V functional and the def2-TZVPD basis) of one molecule with the formula C13H13N3OS.

```
! RIJCOSX wB97M-V def2-TZVPD def2/J DEFGRID3
* xyz 0 1
S 2.19800 -2.32356 0.33512
O 2.10889 1.94199 -4.63604
N 1.11073 0.10649 0.47010
N -3.28456 -1.98439 2.94303
N 0.04628 -1.78550 1.50759
C -2.06126 -0.40727 0.98240
C 1.85300 1.44388 -3.40368
C -3.90471 -0.87572 2.53837
C 0.97486 -1.23490 0.71187
C 1.03473 0.32892 -3.28731
C 1.26672 0.54831 -0.87399
C -3.27229 -0.14950 1.50228
C -2.05762 -2.25753 2.47522
C 0.98164 1.01961 1.65925
C 2.04303 1.68347 -1.06724
C -1.34820 -1.47852 1.59229
C 0.71284 -0.07139 -1.98145
C 2.28929 2.16428 -2.28259
H -1.56255 0.25202 0.25301
H 0.36747 1.84669 1.48543
H -1.61722 -3.19967 2.87252
H 0.31219 -2.71220 1.89296
H 0.65526 -0.15542 -4.20785
H 0.61699 0.41409 2.45286
H 2.75298 3.07720 -2.31648
H 1.94682 1.29470 -5.30142
H 2.02111 1.27669 1.97519
H -3.77857 0.59817 0.92284
H 2.43251 2.21575 -0.15446
H 0.10806 -0.95427 -1.88293
H -4.94643 -0.62242 2.82309
*
```

Structure (SMILES) = CN(C(=S)Nc1cccnc1)c1ccc(O)cc1
LUMO = 0.02 eV
HOMO level = -7.824 eV
Orbital gap = 7.840 eV



## B
The following is a DFT calculation (the ωB97M-V functional and the def2-TZVPD basis) of one molecule with the formula C13H13N3OS.

```
! RIJCOSX wB97M-V def2-TZVPD def2/J DEFGRID3
* xyz 0 1
S 5.13059 -1.13585 0.13081
O 1.19975 1.62529 -1.01980
N -2.36993 1.73828 0.45167
N 2.99247 -0.14241 1.38243
N 3.09861 0.37314 -0.75380
C 1.92571 0.94639 -0.33980
C -0.75207 0.25463 0.88938
C -3.34344 -2.11474 -0.51090
C 1.75027 0.53956 1.12176
C 3.62606 0.48460 -2.08874
C -1.10561 1.57178 0.93987
C -2.86236 0.52775 0.06469
C -4.09158 0.18554 -0.48639
C -2.12404 -1.78239 0.03552
C 0.53145 -0.37996 1.31667
C -1.86811 -0.44306 0.33094
C 3.73139 -0.30628 0.26516
C -4.31606 -1.14438 -0.76914
H 4.45174 1.19815 -2.11446
H 2.82227 0.82918 -2.73653
H -0.54224 2.42088 1.27737
H -5.25894 -1.44653 -1.19797
H 3.18622 -0.65408 2.22571
H -1.38395 -2.54349 0.23208
H -3.55979 -3.14616 -0.74648
H 3.99147 -0.48860 -2.41602
H 0.48340 -0.66415 2.37399
H 1.64636 1.42842 1.75463
H -2.83503 2.62318 0.33809
H 0.68638 -1.29196 0.73473
H -4.84103 0.93727 -0.68547
*
```

Structure (SMILES) = CN1C(=O)[C@@H](Cc2c[nH]c3ccccc23)NC1=S
LUMO = 0.58 eV
HOMO level = -7.933 eV
Orbital gap = 8.510 eV



So which one is most stable? That would be B, about 0.1117 hartree below the next structure.



## A
The following is a DFT calculation (the ωB97M-V functional and the def2-TZVPD basis) of a 2-piece molecular cluster, C2HFN2O2 overall.

```
! RIJCOSX wB97M-V def2-TZVPD def2/J DEFGRID3
* xyz 0 1
F 0.04336 0.17623 -1.72417
O 0.64204 -0.98865 1.42532
O 1.41500 -1.54387 -0.51222
N 0.72692 -0.89650 0.22798
N -0.54493 2.32377 0.85107
C -0.11960 0.13369 -0.41421
C -0.32877 1.35562 0.28189
H -1.83403 -0.56030 -0.13566
*
```

LUMO = -2.34 eV
HOMO level = -11.523 eV
Orbital gap = 9.185 eV



## B
The following is a DFT calculation (the ωB97M-V functional and the def2-TZVPD basis) of a 2-piece molecular cluster, C2HFN2O2 overall.

```
! RIJCOSX wB97M-V def2-TZVPD def2/J DEFGRID3
* xyz 0 1
F 1.14011 0.17347 -1.99801
O 0.25230 -2.82345 -2.13618
O 1.51296 -2.94817 1.23259
N 1.03329 0.04939 -0.64494
N 0.97216 -1.22024 -0.41777
C 1.06113 -2.50755 0.22706
C 0.70176 -2.43501 -1.09558
H -0.70284 1.01915 0.04359
*
```

LUMO (alpha / beta) = -0.75 / -2.59 eV
HOMO level (alpha / beta) = -10.107 / -10.615 eV
Orbital gap (alpha / beta) = 9.356 / 8.022 eV



So which one is most stable? That would be A, about 0.0625 hartree below the next structure.